DFT (the ωB97M-V functional and the def2-TZVPD basis) results for the molecule C6H7N3.

Positions of all 16 atoms, in Å:
1 N -0.39548 0.95596 1.14135
2 N 0.30999 0.48561 0.04230
3 N 1.30698 1.41836 -0.69956
4 C 1.51073 2.47916 -0.14586
5 C -0.88649 -1.57932 0.05752
6 C 0.94076 -1.04667 -1.63926
7 C -1.29933 0.20398 1.61484
8 C -1.68701 -1.04916 1.06400
9 C 0.16802 -0.77157 -0.55410
10 H 1.66990 -0.20333 -1.85974
11 H 0.71682 -1.78944 -2.37946
12 H -1.87564 0.58759 2.38303
13 H 2.28184 3.19978 -0.50667
14 H 0.92863 2.77012 0.74003
15 H -1.20238 -2.53067 -0.43090
16 H -2.63896 -1.54569 1.35006

Summary:
lowest unoccupied orbital energy: 0.082 eV
multiplicity: 1
HOMO: -7.2 eV

Atomic partial charges in e from the Mulliken method, atoms 1 to 8: atom 1 (N): -0.86, atom 2 (N): 0.79, atom 3 (N): -0.54, atom 4 (C): -0.24, atom 5 (C): -0.55, atom 6 (C): -0.96, atom 7 (C): -0.29, atom 8 (C): -0.25